Below is a molecular structure, C4H15N2O2 at a distorted geometry, with properties calculated with ωB97M-V/def2-TZVPD.

Positions of all 23 atoms, in Å:
N 1.19 0.49 -0.85
C 0.21 0.90 0.09
C 0.13 2.29 0.57
O -0.26 -0.70 -2.70
C -1.11 1.14 -0.30
N -0.19 0.13 2.39
C -0.31 -1.25 2.18
H 0.75 -0.16 -1.54
H -0.54 -1.07 -3.52
H 1.69 1.27 -1.24
H 0.39 0.30 0.99
H -0.48 2.30 1.43
H 0.08 3.13 -0.13
H 1.11 2.48 1.03
H -1.48 1.15 -1.29
H -1.96 1.43 0.32
H -0.02 0.28 3.37
H -0.34 -1.75 3.15
H 0.47 -1.87 1.72
H -1.20 -1.63 1.64
H 0.55 -3.12 -1.33
H 0.13 -1.70 -1.70
O 0.31 -2.29 -0.92

The charge is +1. The HOMO energy is -12.1 eV. The spin multiplicity is 1. The maximum force is 5.1 eV Å⁻¹. As for the gap between HOMO and LUMO: 3.579 eV.



Below is a molecular structure, C51H66AsBrHfN5O3SSbSi3 at a distorted geometry, with properties calculated with ωB97M-V/def2-TZVPD.

Positions of all 133 atoms, in Å:
Hf -0.25 0.97 0.54
O 1.87 3.98 3.29
C 1.57 3.32 4.45
C 1.96 3.86 5.67
C 1.71 3.19 6.86
C 1.05 1.97 6.84
C 0.65 1.44 5.62
C 0.89 2.10 4.41
C 0.44 1.39 3.15
O 0.38 2.13 1.97
N -0.87 0.75 3.39
N -1.68 0.67 2.18
C -2.96 1.18 2.40
C -4.05 0.87 1.74
Br -2.27 1.61 -0.95
C -5.18 0.62 1.13
C -6.13 -0.45 1.51
C -7.34 -0.57 0.83
C -8.29 -1.52 1.21
C -8.02 -2.37 2.26
C -6.80 -2.30 2.92
C -5.86 -1.34 2.55
H 2.30 4.81 3.54
H 2.48 4.81 5.68
H 2.03 3.63 7.80
H 0.86 1.43 7.76
H 0.15 0.48 5.60
H 1.16 0.57 3.02
H -1.36 1.26 4.11
H -3.07 1.86 3.24
H -5.47 1.23 0.27
H -7.55 0.10 0.00
H -9.23 -1.58 0.68
H -8.77 -3.09 2.59
H -6.57 -2.98 3.73
H -4.91 -1.28 3.06
O 0.41 2.67 -0.56
N 1.53 3.25 -0.10
C 1.59 4.60 -0.06
C 2.73 5.24 0.33
C 3.83 4.47 0.72
C 3.74 3.10 0.71
C 2.57 2.46 0.29
S 2.36 0.75 0.17
H 0.67 5.10 -0.36
H 2.76 6.32 0.33
H 4.75 4.95 1.03
H 4.56 2.47 1.03
C 4.66 2.71 -2.56
Si 3.15 2.79 -3.67
C 2.59 4.57 -3.72
C 3.71 2.37 -5.40
Sb 1.29 1.11 -2.95
Si -0.55 2.07 -4.59
C -2.14 1.13 -4.65
C -0.84 3.72 -3.79
C 0.14 2.25 -6.30
Si 2.82 -0.99 -3.47
C 4.34 -0.84 -2.43
C 3.26 -1.07 -5.29
C 2.05 -2.62 -3.00
H 5.04 3.73 -2.38
H 5.46 2.14 -3.05
H 4.47 2.25 -1.60
H 3.48 5.19 -3.88
H 2.10 4.90 -2.80
H 1.91 4.75 -4.56
H 4.16 3.26 -5.85
H 2.90 2.04 -6.05
H 4.47 1.58 -5.39
H -2.36 0.63 -3.70
H -2.16 0.40 -5.47
H -2.94 1.86 -4.83
H -1.53 3.59 -2.95
H -1.29 4.41 -4.51
H 0.07 4.16 -3.41
H 0.58 1.32 -6.69
H 0.90 3.04 -6.36
H -0.69 2.53 -6.97
H 4.91 0.07 -2.65
H 4.99 -1.71 -2.61
H 4.08 -0.82 -1.37
H 4.16 -0.50 -5.51
H 2.46 -0.68 -5.93
H 3.44 -2.12 -5.56
H 1.40 -2.54 -2.12
H 2.86 -3.31 -2.75
H 1.47 -3.07 -3.82
C -1.24 -2.10 -4.14
N -1.77 -1.89 -2.79
C -3.19 -2.24 -2.58
C -1.04 -1.35 -1.85
N -0.34 -0.83 -1.09
H -1.26 -3.16 -4.39
H -0.22 -1.73 -4.19
H -1.85 -1.55 -4.86
H -3.33 -3.31 -2.74
H -3.80 -1.68 -3.29
H -3.48 -1.99 -1.58
C 3.52 -4.45 0.03
C 2.20 -4.86 -0.11
C 1.16 -4.07 0.37
C 1.43 -2.86 1.00
C 2.76 -2.44 1.12
C 3.80 -3.23 0.64
As 0.06 -1.67 1.71
C -1.58 -2.72 1.46
C -1.65 -4.00 1.99
C -2.85 -4.70 1.99
C -4.00 -4.12 1.46
C -3.94 -2.84 0.93
C -2.73 -2.14 0.94
C 0.17 -2.13 3.62
C 1.35 -2.59 4.20
C 1.36 -2.99 5.54
C 0.20 -2.93 6.29
C -0.98 -2.45 5.71
C -0.99 -2.05 4.39
H 4.33 -5.08 -0.33
H 1.98 -5.81 -0.60
H 0.14 -4.41 0.25
H 2.98 -1.50 1.59
H 4.82 -2.90 0.75
H -0.78 -4.45 2.44
H -2.90 -5.69 2.43
H -4.94 -4.66 1.48
H -4.84 -2.37 0.55
H -2.73 -1.12 0.58
H 2.26 -2.66 3.63
H 2.27 -3.36 5.98
H 0.20 -3.25 7.32
H -1.89 -2.41 6.29
H -1.90 -1.67 3.95

The charge is +1. The HOMO energy (spin up / spin down) is -8.5 / -8.5 eV. The spin multiplicity is 2. The maximum force is 1.7 eV Å⁻¹. As for the gap between HOMO and LUMO (spin up / spin down): 6.225 / 4.005 eV. As for the expectation value of S²: 0.754.



Below is a molecular structure, C8H17O4P at a distorted geometry, with properties calculated with ωB97M-V/def2-TZVPD.

Positions of all 30 atoms, in Å:
C -0.09 3.39 -0.48
C 2.38 -1.32 1.15
C -2.60 -0.70 0.91
C -0.28 1.89 -0.72
C 0.87 -1.27 1.31
C -1.39 -1.09 -0.04
C -0.02 0.98 0.55
C -0.06 -0.42 0.30
O 2.24 -0.13 -2.01
O 0.02 -2.51 -2.49
O 1.13 -2.51 -1.61
O -0.03 -1.13 -2.76
P 1.10 -0.80 -1.51
H 0.95 3.47 -0.07
H -0.73 3.80 0.23
H -0.20 4.05 -1.48
H 2.78 -1.79 0.20
H 2.65 -0.25 0.96
H 2.84 -1.60 2.11
H -2.48 -0.88 1.96
H -3.46 -1.36 0.64
H -2.63 0.41 1.02
H 0.37 1.40 -1.52
H -1.35 1.79 -1.21
H 0.59 -0.77 2.19
H 0.31 -2.29 1.32
H -1.41 -2.18 -0.13
H -1.64 -0.79 -1.02
H 0.96 1.41 0.91
H -0.86 1.20 1.31

The charge is 0. The HOMO energy is -9.5 eV. The spin multiplicity is 1. The maximum force is 5.9 eV Å⁻¹. As for the gap between HOMO and LUMO: 10.200 eV.



Below is a gas-phase ion, C5H8NO (charge +1) at a distorted geometry, with properties calculated with ωB97M-V/def2-TZVPD.

Positions of all 15 atoms, in Å:
N -1.68 0.30 1.96
C -0.53 0.11 0.95
C -0.53 0.91 -0.09
C 0.52 0.66 -0.97
C 0.70 -0.65 -1.15
C 1.88 -1.13 -1.93
O 2.51 -2.10 -1.68
H -2.40 0.68 1.36
H -1.38 0.98 2.70
H -2.01 -0.49 2.51
H 0.30 -0.55 1.18
H -1.22 1.69 -0.20
H 1.39 1.33 -1.29
H 0.22 -1.38 -0.67
H 2.23 -0.35 -2.66

The charge is +1. The HOMO energy is -13.1 eV. Its structure (SMILES) is [NH3+]/C=C/C=C/C=O. The spin multiplicity is 1. The maximum force is 4.5 eV Å⁻¹. As for the gap between HOMO and LUMO: 9.016 eV.